[1]
2 unconnected molecules or ions with the total composition C6H14N2O2, computed with ωB97M-V with the def2-TZVPD basis set.

CARTESIAN COORDINATES (ANGSTROEM)
C1 1.602 -0.523 -0.859
C2 -0.598 0.582 -2.540
C3 -0.756 0.962 1.995
C4 1.252 -0.423 1.901
C5 -0.416 1.076 -1.073
C6 0.168 0.103 -0.165
N1 -1.043 -1.752 0.030
N2 0.261 0.352 1.169
O1 1.521 -1.621 -1.308
O2 2.442 0.358 -0.838
H1 -0.991 -0.357 -2.744
H2 0.369 0.741 -2.966
H3 -1.188 1.302 -3.207
H4 -1.157 1.874 1.473
H5 -1.702 0.406 2.096
H6 -0.254 1.305 2.841
H7 1.397 -1.332 1.321
H8 2.341 0.012 1.813
H9 1.065 -0.489 2.906
H10 0.417 1.796 -1.194
H11 -1.374 1.518 -0.610
H12 -0.934 -2.217 0.843
H13 -0.405 -2.122 -0.614
H14 -2.017 -1.551 -0.267

**DFT total energy**: -496.9166 a.u.
**Strongest force on any atom**: 4.68 eV/A

Mulliken atomic charge list, values in e, 2 entries: 0.584, -1.272

=====

[2]
2 unconnected molecules or ions with the total composition C6H14N2O2, computed with ωB97M-V with the def2-TZVPD basis set.

CARTESIAN COORDINATES (ANGSTROEM)
C1 2.325 0.577 0.667
N1 1.898 -0.644 1.359
C2 0.596 -0.892 1.736
C3 0.589 -2.041 2.734
O1 -0.297 -0.070 1.661
H1 2.002 0.707 -0.315
H2 1.892 1.559 1.288
H3 3.398 0.778 0.820
H4 2.500 -1.432 1.163
H5 -0.443 -2.422 2.810
H6 1.216 -2.817 2.347
H7 1.116 -1.722 3.604
C4 -1.237 2.460 -0.921
N2 -1.004 1.078 -1.317
C5 -1.755 0.451 -2.314
C6 -1.608 -1.102 -2.294
O2 -2.362 1.138 -3.096
H8 -2.139 2.590 -0.370
H9 -0.367 2.789 -0.258
H10 -1.224 3.170 -1.730
H11 -0.604 0.440 -0.633
H12 -1.612 -1.610 -3.247
H13 -0.558 -1.345 -2.017
H14 -2.319 -1.642 -1.678

**DFT total energy**: -496.9993 a.u.
**Strongest force on any atom**: 5.13 eV/A

Mulliken atomic charge list, values in e, 2 entries: -0.811, -0.187

=====

[3]
A molecular structure, C6H14N2O2Tl, computed with ωB97M-V with the def2-TZVPD basis set.

CARTESIAN COORDINATES (ANGSTROEM)
Tl1 -2.837 1.180 0.988
C1 0.214 -1.975 -1.464
C2 -1.147 -1.447 -1.780
O1 -1.663 -0.532 -1.119
N1 -1.761 -1.926 -2.888
C3 -3.042 -1.511 -3.369
H1 0.798 -2.456 -2.241
H2 0.097 -2.599 -0.565
H3 0.814 -1.161 -1.046
H4 -1.263 -2.640 -3.423
H5 -2.978 -1.119 -4.401
H6 -3.435 -0.699 -2.767
H7 -3.695 -2.400 -3.405
C4 1.939 3.171 1.201
C5 1.246 1.966 1.794
O2 0.139 1.587 1.423
N2 1.918 1.292 2.790
C6 1.429 0.119 3.431
H8 2.841 2.827 0.689
H9 2.156 3.841 2.043
H10 1.314 3.693 0.483
H11 2.923 1.463 2.880
H12 2.022 -0.066 4.331
H13 1.614 -0.771 2.789
H14 0.357 0.161 3.627

**DFT total energy**: -668.2103 a.u.
**Strongest force on any atom**: 1.76 eV/A
**Charge**: +3

Mulliken atomic charge list, values in e, 2 entries: 0.963, -0.936

=====

[4]
2 unconnected molecules or ions with the total composition C6H14N2O3S, computed with ωB97M-V with the def2-TZVPD basis set.

CARTESIAN COORDINATES (ANGSTROEM)
H1 4.803 -1.828 -0.627
N1 3.991 -1.514 -1.392
N2 3.263 -0.635 -1.083
S1 3.750 0.415 0.210
O1 2.905 0.540 1.349
O2 5.103 0.049 0.526
O3 3.678 1.759 -0.662
H2 2.910 1.646 -1.234
C1 1.457 -2.280 0.921
C2 0.858 -1.660 -0.071
C3 0.196 -0.421 0.058
C4 -1.292 -0.305 -0.494
C5 -1.767 1.146 -0.576
C6 -2.334 1.571 0.783
H3 1.859 -3.284 0.789
H4 1.646 -1.735 1.912
H5 1.015 -1.957 -1.140
H6 0.180 -0.050 1.013
H7 0.799 0.325 -0.601
H8 -2.048 -0.970 -0.116
H9 -1.143 -0.681 -1.484
H10 -2.646 1.060 -1.111
H11 -1.082 1.843 -0.990
H12 -1.649 1.659 1.658
H13 -2.825 2.431 0.624
H14 -2.980 0.801 1.109

**DFT total energy**: -970.2646 a.u.
**Strongest force on any atom**: 4.79 eV/A

Mulliken atomic charge list, values in e, 2 entries: 0.299, -0.530

=====

[5]
A gas-phase ion, C6H14N2O4P (charge -1), computed with ωB97M-V with the def2-TZVPD basis set.

CARTESIAN COORDINATES (ANGSTROEM)
C1 -0.798 2.320 0.629
C2 -1.806 1.164 0.581
C3 -1.054 -0.119 0.663
O1 -1.998 -1.119 1.000
N1 -0.371 -0.629 -0.560
C4 0.219 -0.034 -1.626
O2 0.114 1.130 -2.034
C5 1.011 -1.050 -2.567
N2 0.701 -2.473 -2.826
P1 0.219 -0.222 2.219
C6 1.773 0.457 1.449
O3 0.211 -1.713 2.460
O4 -0.156 0.662 3.288
H1 -1.176 3.178 0.034
H2 -0.684 2.648 1.636
H3 0.061 1.960 0.269
H4 -2.193 1.204 -0.458
H5 -2.518 1.269 1.389
H6 -1.428 -1.545 1.772
H7 -0.237 -1.650 -0.354
H8 0.929 -0.541 -3.545
H9 1.975 -1.118 -2.155
H10 -0.321 -2.409 -3.102
H11 0.969 -3.115 -2.049
H12 2.238 1.273 2.034
H13 2.634 -0.240 1.474
H14 1.688 0.713 0.380

**DFT total energy**: -988.9544 a.u.
**Strongest force on any atom**: 4.34 eV/A
**Charge**: -1

Mulliken atomic charge list, values in e, 2 entries: -1.212, -0.356

=====

[6]
A molecular structure, C6H14N2S2, computed with ωB97M-V with the def2-TZVPD basis set.

CARTESIAN COORDINATES (ANGSTROEM)
C1 -0.084 1.263 -1.860
C2 0.104 0.852 -0.397
C3 -0.330 1.480 0.719
C4 0.053 1.137 2.118
C5 0.759 -3.003 -0.768
C6 -0.085 -1.770 -0.502
N1 -0.947 2.818 0.427
N2 0.747 -0.507 -0.516
S1 0.721 0.582 -3.115
S2 -1.057 -1.775 1.133
H1 -0.739 2.005 -1.983
H2 -0.754 1.464 2.771
H3 0.225 0.131 2.408
H4 0.929 1.567 2.394
H5 1.667 -2.771 -0.412
H6 0.968 -3.155 -1.773
H7 0.281 -3.964 -0.389
H8 -0.659 -1.725 -1.417
H9 -0.578 3.322 -0.440
H10 -0.813 3.354 1.297
H11 -2.042 2.772 0.254
H12 0.954 -0.405 -1.690
H13 1.449 -0.620 0.184
H14 -0.769 -3.049 1.557

**DFT total energy**: -1142.1419 a.u.
**Strongest force on any atom**: 4.20 eV/A
**Charge**: +2

Mulliken atomic charge list, values in e, 2 entries: -0.620, 0.174

=====

[7]
A gas-phase ion, C6H14N3 (charge +1), computed with ωB97M-V with the def2-TZVPD basis set.

CARTESIAN COORDINATES (ANGSTROEM)
C1 -0.134 -1.799 -1.154
C2 0.154 -1.090 0.169
C3 0.979 -1.883 1.153
N1 -1.022 -0.494 0.831
C4 -1.485 0.511 -0.153
C5 -0.086 1.292 -0.314
C6 0.113 2.617 -0.896
N2 0.751 1.192 0.954
N3 0.902 0.389 -0.254
H1 -0.907 -2.490 -1.025
H2 0.737 -2.437 -1.574
H3 -0.304 -1.150 -1.951
H4 0.880 -1.464 2.097
H5 2.051 -1.877 0.825
H6 0.686 -2.968 1.180
H7 -1.711 -1.105 1.034
H8 -2.371 1.152 0.175
H9 -1.623 0.029 -1.181
H10 1.087 2.990 -0.746
H11 -0.344 3.379 -0.210
H12 -0.252 2.668 -1.897
H13 1.552 1.800 1.174
H14 0.349 0.738 1.765

**DFT total energy**: -400.9363 a.u.
**Strongest force on any atom**: 5.35 eV/A
**Charge**: +1

Mulliken atomic charge list, values in e, 2 entries: -1.552, 1.259

=====

[8]
A gas-phase ion, C6H14N3 (charge +1), computed with ωB97M-V with the def2-TZVPD basis set.

CARTESIAN COORDINATES (ANGSTROEM)
C1 3.136 -0.523 0.683
N1 2.311 0.012 -0.512
N2 1.071 -0.910 -0.907
C2 0.961 0.135 -0.181
C3 0.151 1.259 0.158
C4 -1.164 1.080 -0.633
C5 -2.217 0.264 0.099
C6 -2.197 -1.274 -0.272
N3 -0.965 -1.889 0.106
H1 2.609 -0.175 1.555
H2 3.044 -1.679 0.859
H3 4.052 -0.030 0.521
H4 0.717 2.054 -0.375
H5 0.197 1.313 1.197
H6 -1.043 0.601 -1.643
H7 -1.674 2.107 -0.770
H8 -2.143 0.535 1.154
H9 -3.174 0.568 -0.289
H10 -3.131 -1.581 0.206
H11 -2.460 -1.483 -1.289
H12 -0.489 -1.528 0.856
H13 -0.248 -1.846 -0.681
H14 -0.980 -2.981 0.684

**DFT total energy**: -400.8404 a.u.
**Strongest force on any atom**: 6.90 eV/A
**Charge**: +1

Mulliken atomic charge list, values in e, 2 entries: -0.701, -0.310

=====

[9]
2 unconnected molecules or ions with the total composition C6H14N3O, computed with ωB97M-V with the def2-TZVPD basis set.

CARTESIAN COORDINATES (ANGSTROEM)
C1 0.743 0.614 1.421
C2 -2.906 -0.001 -1.107
C3 -1.572 0.813 -1.448
C4 -2.254 -0.830 -0.028
C5 -0.887 -0.359 -0.621
C6 0.083 -2.520 -1.029
N1 -0.025 0.285 0.636
N2 1.519 1.019 2.326
N3 3.729 1.888 1.192
O1 -0.042 -1.096 -1.251
H1 -3.853 0.392 -0.754
H2 -3.078 -0.585 -1.876
H3 -1.159 0.839 -2.417
H4 -1.340 1.779 -1.055
H5 -2.293 -0.537 1.075
H6 -2.546 -1.862 -0.101
H7 1.074 -2.781 -1.331
H8 -0.734 -2.969 -1.709
H9 -0.123 -2.716 0.091
H10 2.507 1.396 1.878
H11 1.362 1.350 3.260
H12 3.400 2.799 1.105
H13 4.711 1.715 1.441
H14 3.686 1.367 0.302

**DFT total energy**: -476.1762 a.u.
**Strongest force on any atom**: 4.97 eV/A
**Charge**: +1

Mulliken atomic charge list, values in e, 2 entries: 0.323, -0.564

=====

[10]
C6H14N4 in the gas phase, computed with ωB97M-V with the def2-TZVPD basis set.

CARTESIAN COORDINATES (ANGSTROEM)
C1 2.113 0.043 -2.989
N1 1.385 0.327 -1.801
N2 0.852 1.540 -1.556
N3 -0.162 1.569 -0.853
C2 -0.525 0.152 -0.498
C3 -0.625 -0.102 0.976
C4 -0.938 -1.496 1.393
C5 -1.990 0.694 1.453
C6 0.591 0.404 1.713
N4 0.614 -0.711 -1.258
H1 2.023 -1.012 -3.182
H2 1.601 0.609 -3.940
H3 3.125 0.366 -2.925
H4 -1.397 -0.115 -1.002
H5 -1.030 -1.637 2.468
H6 -0.538 -2.241 0.750
H7 -2.076 -1.608 1.114
H8 -1.850 1.773 1.705
H9 -2.849 0.692 0.727
H10 -2.136 0.188 2.349
H11 0.982 -0.268 2.527
H12 0.259 1.302 2.319
H13 1.428 0.732 1.042
H14 1.143 -1.202 -0.533

**DFT total energy**: -455.8939 a.u.
**Strongest force on any atom**: 4.62 eV/A

Mulliken atomic charge list, values in e, 2 entries: -0.864, 0.573

=====

Number 1: gap between HOMO and LUMO 9.099 eV. Number 2: gap between HOMO and LUMO 9.749 eV. Number 3: gap between HOMO and LUMO 2.323 eV. Number 4: gap between HOMO and LUMO 9.029 eV. Number 5: gap between HOMO and LUMO 8.380 eV. Number 6: gap between HOMO and LUMO 6.751 eV. Number 7: gap between HOMO and LUMO 11.557 eV. Number 8: gap between HOMO and LUMO 9.480 eV. Number 9: gap between HOMO and LUMO 11.287 eV. Number 10: gap between HOMO and LUMO 9.077 eV.